The following is a DFT calculation (ωB97M-V/def2-TZVPD) of a molecular structure, C11H33Cl2MnO14P3 in a non-equilibrium geometry.

```
64
Properties=species:S:1:pos:R:3:forces:R:3
Mn 0.000 -0.018 -0.177 0.943 1.621 -0.318
Cl -1.290 -2.204 0.412 -0.253 -0.308 0.085
Cl 1.228 1.990 -0.894 -0.328 -0.375 0.007
C -4.963 0.010 -0.141 -0.625 -3.380 0.137
O -4.500 1.272 -0.465 2.102 0.978 -0.001
P -3.049 1.816 0.021 0.313 2.666 -0.996
O -1.882 0.837 0.180 -3.087 1.383 -0.013
O -2.708 3.089 -1.019 -0.588 -2.869 1.881
C -2.712 2.791 -2.429 0.439 -0.523 0.311
O -3.546 2.696 1.267 0.238 -2.301 -2.366
C -2.710 3.276 2.197 0.454 2.031 2.033
H -4.243 -0.689 0.284 0.618 0.594 0.593
H -5.237 -0.621 -0.986 -0.099 0.799 -0.888
H -5.853 -0.084 0.482 0.096 1.086 0.303
H -3.704 3.081 -2.777 0.400 0.091 -0.542
H -2.512 1.734 -2.599 -0.377 -0.201 0.028
H -1.830 3.250 -2.876 -0.471 0.615 -0.060
H -1.667 3.489 1.963 0.207 -1.147 -0.424
H -2.892 2.772 3.145 0.630 -0.018 0.019
H -3.038 4.308 2.324 -0.524 0.024 0.121
C 4.541 -1.194 0.240 -0.950 1.602 1.107
O 4.016 -2.401 -0.311 -2.172 -0.337 -1.476
P 2.596 -2.303 -1.135 1.599 0.706 -2.652
O 1.650 -1.181 -0.757 1.539 -2.307 -0.058
O 3.073 -2.132 -2.775 -1.705 -2.802 3.910
C 3.399 -0.877 -3.296 0.176 0.304 0.199
O 1.996 -3.794 -1.106 2.926 2.630 2.549
C 1.041 -4.097 -2.041 -2.012 -0.087 -0.901
H 3.731 -0.467 0.287 -0.205 0.093 0.319
H 5.295 -0.612 -0.291 0.404 -1.063 -0.577
H 4.857 -1.384 1.266 0.178 -0.208 -0.224
H 4.115 -0.456 -2.590 -0.057 0.856 -0.465
H 2.463 -0.330 -3.402 0.428 0.627 -0.081
H 3.874 -1.093 -4.253 -0.063 0.360 0.030
H 0.217 -4.610 -1.546 0.502 -1.110 -0.095
H 1.597 -4.607 -2.827 -1.040 -0.044 -0.416
H 0.467 -3.205 -2.295 0.522 0.281 -1.007
C -0.127 1.165 5.644 -0.963 0.624 2.288
O -0.389 1.141 4.268 1.271 -0.940 -2.966
P 0.645 0.312 3.337 1.237 -0.190 1.317
O 0.452 0.322 1.854 -0.179 0.126 1.947
O 2.124 0.872 3.791 -2.945 -4.269 0.726
C 2.651 2.015 3.301 1.135 1.835 -1.703
O 0.591 -1.144 4.024 1.122 0.231 -1.545
C 1.515 -2.215 3.464 -0.376 0.940 1.295
H 0.792 0.709 6.012 -0.076 -0.201 -0.514
H -1.006 0.740 6.129 0.240 -0.537 0.071
H -0.160 2.189 6.014 0.356 0.251 -0.420
H 2.858 1.907 2.237 -0.539 0.346 -0.387
H 3.664 2.122 3.688 -0.344 0.472 0.698
H 1.928 2.803 3.512 0.712 0.705 -0.159
H 2.314 -1.778 2.865 -0.426 0.054 -0.387
H 0.912 -2.986 2.985 0.085 0.363 -0.148
H 2.024 -2.629 4.334 -0.296 -0.056 0.032
C -1.848 -0.463 -4.338 0.917 0.749 -0.602
C -0.881 -1.035 -3.283 -1.040 -1.032 -1.456
O -0.584 -0.149 -2.309 0.400 2.540 1.507
O -1.235 0.718 -4.953 0.138 -0.830 1.089
H -2.788 -0.163 -3.874 -0.159 -0.298 -0.037
H -1.956 -1.182 -5.151 -0.466 -0.299 0.277
H 0.064 -1.297 -3.758 -0.146 -0.795 -0.322
H -1.356 -1.805 -2.675 -0.083 -0.899 -1.015
H -0.128 0.575 -2.743 0.379 0.931 0.369
H -1.893 1.203 -5.456 -0.115 -0.084 -0.027
```
Forces are in eV/Å.

Total charge: +1
Expectation value of S²: 12.005
Energy above the lowest of the compared OMol25 structures with the same formula, charge and spin in eV: 0.353
2S+1: 7